Record 1
ORCA calculation (ωB97M-V/def2-TZVPD) on a molecular structure, C37H28AuGeN5.

The geometry in XYZ format:
```
72
Properties=species:S:1:pos:R:3:lowdin_charge:R:1
Au 9.230 0.606 15.328 0.696
C 12.999 -1.881 15.908 -0.118
C 12.724 -2.591 17.111 -0.111
C 11.417 -2.845 17.456 -0.036
C 10.366 -2.187 16.687 -0.369
N 10.673 -1.498 15.555 0.045
C 11.966 -1.396 15.199 -0.216
N 9.119 -2.320 17.120 0.138
C 7.975 -1.733 16.850 -0.258
N 7.734 -0.573 16.103 -0.036
C 6.371 -0.450 15.902 -0.327
N 5.686 0.458 15.277 0.133
C 6.024 1.270 14.254 -0.344
C 4.979 2.125 13.751 -0.046
C 5.269 3.030 12.749 -0.139
C 6.553 3.087 12.231 -0.120
C 7.454 2.102 12.640 -0.168
N 7.252 1.225 13.637 0.059
C 5.688 -1.463 16.657 -0.111
C 4.325 -1.640 16.899 -0.023
C 3.928 -2.827 17.515 -0.115
C 4.908 -3.752 17.860 -0.119
C 6.290 -3.502 17.748 -0.040
C 6.667 -2.328 17.198 -0.114
H 14.019 -1.602 15.559 0.096
H 13.539 -2.998 17.715 0.086
H 11.120 -3.356 18.363 0.083
H 12.038 -0.835 14.262 0.088
H 4.035 2.103 14.272 0.083
H 4.472 3.676 12.369 0.088
H 6.818 3.740 11.408 0.077
H 8.423 2.007 12.188 0.087
H 3.665 -0.819 16.659 0.099
H 2.891 -3.093 17.707 0.086
H 4.561 -4.666 18.343 0.082
H 6.981 -4.285 18.057 0.108
C 10.692 1.908 15.010 -0.577
Ge 11.844 2.773 16.269 0.766
C 12.013 4.739 15.891 -0.248
C 11.979 5.792 16.810 -0.122
C 12.317 7.106 16.463 -0.122
C 12.672 7.397 15.139 -0.127
C 12.675 6.346 14.179 -0.127
C 12.390 5.053 14.562 -0.127
C 13.797 2.378 16.251 -0.264
C 14.685 2.926 17.159 -0.136
C 16.050 2.930 16.968 -0.124
C 16.601 2.289 15.854 -0.116
C 15.719 1.660 14.940 -0.118
C 14.384 1.671 15.210 -0.152
C 11.290 2.899 18.171 -0.292
C 10.142 3.647 18.433 -0.136
C 9.533 3.660 19.698 -0.084
C 10.046 2.822 20.725 -0.116
C 11.186 2.092 20.466 -0.117
C 11.791 2.098 19.183 -0.104
H 10.891 2.124 13.928 -0.147
H 11.648 5.588 17.822 0.076
H 12.331 7.808 17.269 0.073
H 12.993 8.416 14.817 0.086
H 12.939 6.559 13.137 0.085
H 12.492 4.230 13.827 0.099
H 14.238 3.372 18.066 0.099
H 16.638 3.576 17.583 0.078
H 17.665 2.412 15.627 0.081
H 16.077 1.154 13.998 0.105
H 13.723 1.216 14.510 0.069
H 9.690 4.238 17.673 0.086
H 8.663 4.299 19.804 0.085
H 9.604 2.794 21.703 0.076
H 11.686 1.611 21.247 0.064
H 12.768 1.577 18.991 0.104
```

Results
LUMO energy (alpha / beta), hartree: 0.1633 / 0.1526
Orbital gap (alpha / beta), eV: 3.64 / 2.64
Charge: -2

---

Record 2
ORCA calculation (ωB97M-V/def2-TZVPD) on a molecular structure, C34H39BeBrN6OTe.

The geometry in XYZ format:
```
83
Properties=species:S:1:pos:R:3:lowdin_charge:R:1
Be 0.376 -2.631 0.049 0.024
C 1.292 -2.514 5.278 -0.024
C 1.745 -2.820 3.881 -0.222
C 3.032 -3.270 3.598 0.024
C 3.421 -3.560 2.297 -0.046
C 2.479 -3.362 1.314 -0.688
Br 2.766 -3.711 -0.517 0.917
N 1.251 -2.911 1.548 -0.023
C 0.885 -2.659 2.807 -0.046
H 2.119 -2.600 5.980 0.086
H 0.509 -3.204 5.593 0.095
H 0.894 -1.501 5.348 0.091
H 3.739 -3.402 4.408 0.132
H 4.410 -3.922 2.060 0.122
H -0.129 -2.305 2.946 0.130
C 4.510 6.201 0.957 -0.042
C 3.832 4.868 0.824 -0.256
C 3.122 4.313 1.879 -0.007
C 2.482 3.082 1.776 -0.297
C 1.748 2.558 2.981 -0.070
C 2.557 2.392 0.559 -0.386
Te 1.621 0.449 0.419 1.680
N 0.273 -1.236 -0.593 -0.172
C -0.683 -0.824 -1.469 -0.548
O -1.890 -1.051 -1.291 0.000
C -0.272 -0.064 -2.686 -0.179
C -1.243 0.652 -3.381 -0.023
C -0.893 1.389 -4.500 -0.065
C 0.426 1.398 -4.940 -0.070
C 1.390 0.663 -4.266 -0.082
C 1.042 -0.067 -3.139 -0.075
C -0.317 1.225 0.738 -0.426
C -1.084 0.594 1.712 -0.157
C -2.409 0.937 1.910 -0.081
C -2.976 1.923 1.114 -0.064
C -2.208 2.557 0.155 -0.029
C -0.864 2.236 -0.055 -0.272
C -0.093 2.996 -1.098 -0.032
C 3.283 2.915 -0.514 -0.318
C 3.424 2.233 -1.846 -0.071
C 3.905 4.150 -0.362 -0.011
H 4.378 6.614 1.956 0.077
H 4.105 6.917 0.241 0.086
H 5.580 6.116 0.763 0.086
H 3.064 4.852 2.819 0.118
H 1.961 3.182 3.849 0.081
H 2.045 1.534 3.224 0.059
H 0.669 2.554 2.828 0.071
H -2.262 0.632 -3.016 0.120
H -1.646 1.955 -5.032 0.108
H 0.698 1.973 -5.816 0.107
H 2.413 0.657 -4.619 0.110
H 1.780 -0.656 -2.614 0.090
H -0.626 -0.166 2.334 0.073
H -2.992 0.449 2.682 0.104
H -4.013 2.204 1.246 0.109
H -2.654 3.332 -0.458 0.117
H -0.769 3.608 -1.693 0.089
H 0.442 2.331 -1.779 0.060
H 0.643 3.655 -0.636 0.084
H 2.882 1.290 -1.906 0.002
H 4.474 2.032 -2.064 0.093
H 3.038 2.870 -2.645 0.093
H 4.461 4.560 -1.199 0.129
C -4.573 -3.298 -2.759 -0.061
C -5.127 -3.333 -1.340 -0.403
C -5.080 -1.953 -0.692 -0.067
C -4.435 -4.401 -0.493 -0.090
N -2.976 -4.248 -0.461 -0.059
C -2.205 -3.348 0.129 -0.072
N -0.958 -3.652 -0.174 0.001
N -0.986 -4.746 -0.967 0.054
N -2.190 -5.109 -1.139 0.100
H -5.169 -2.625 -3.376 0.086
H -4.579 -4.283 -3.228 0.084
H -3.549 -2.916 -2.766 0.074
H -6.172 -3.660 -1.370 0.140
H -4.066 -1.546 -0.676 0.045
H -5.482 -1.969 0.324 0.082
H -5.681 -1.250 -1.269 0.088
H -4.586 -5.398 -0.902 0.130
H -4.789 -4.389 0.538 0.133
H -2.541 -2.491 0.683 0.145
```

Results
LUMO energy (alpha / beta), hartree: -0.1111 / -0.1433
Orbital gap (alpha / beta), eV: 7.13 / 6.72
ΔE to the lowest compared entry with this formula, charge and spin, eV: 0.361
Charge: +1
Spin multiplicity: 2

---

Record 3
ORCA calculation (ωB97M-V/def2-TZVPD) on a molecular structure, C30H21CrN6O2.

The geometry in XYZ format:
```
60
Properties=species:S:1:pos:R:3:lowdin_charge:R:1
Cr 0.009 0.341 0.296 0.892
O -0.487 -1.288 -0.316 -0.201
C -1.387 -2.249 -0.502 -0.310
C -0.944 -3.416 -1.137 -0.021
C -1.778 -4.499 -1.315 -0.097
C -3.087 -4.432 -0.855 -0.097
C -3.527 -3.266 -0.258 -0.052
C -2.720 -2.137 -0.081 -0.101
C -2.834 0.442 0.890 -0.258
N -1.524 0.499 1.427 -0.140
N -1.427 1.382 2.492 0.091
C -0.243 1.886 2.519 -0.434
O 0.635 1.603 1.561 -0.175
C 0.191 2.807 3.590 -0.147
C 1.365 3.540 3.454 -0.032
C 1.766 4.414 4.454 -0.091
C 0.999 4.562 5.601 -0.102
C -0.174 3.830 5.741 -0.089
C -0.575 2.956 4.745 -0.032
H 0.088 -3.441 -1.463 0.112
H -1.409 -5.394 -1.800 0.099
H -3.758 -5.274 -0.963 0.097
H -4.554 -3.219 0.085 0.113
H -3.519 0.917 1.598 0.153
H 1.956 3.419 2.556 0.106
H 2.679 4.984 4.336 0.097
H 1.311 5.244 6.381 0.096
H -0.776 3.938 6.634 0.099
H -1.485 2.381 4.845 0.106
C 4.304 0.708 -0.047 -0.028
C 4.452 1.475 -1.189 -0.037
C 3.338 1.784 -1.954 0.009
C 2.103 1.305 -1.545 -0.172
N 1.963 0.577 -0.434 0.022
C 3.031 0.289 0.304 -0.075
C 0.837 1.525 -2.300 -0.158
C 0.839 1.987 -3.605 0.010
C -0.365 2.048 -4.286 -0.021
C -1.516 1.640 -3.643 0.016
C -1.448 1.200 -2.327 -0.168
N -0.284 1.166 -1.655 0.122
C -2.691 0.779 -1.627 -0.178
C -3.600 -0.033 -2.178 0.007
C -4.813 -0.391 -1.441 -0.067
C -4.764 -0.727 -0.153 -0.054
C -3.446 -0.945 0.586 -0.159
N -2.903 1.311 -0.338 0.020
H 5.146 0.450 0.578 0.113
H 5.427 1.842 -1.482 0.115
H 3.434 2.397 -2.837 0.110
H 2.845 -0.277 1.207 0.130
H 1.759 2.272 -4.091 0.109
H -0.401 2.407 -5.306 0.118
H -2.480 1.678 -4.128 0.125
H -3.422 -0.438 -3.168 0.126
H -5.760 -0.372 -1.970 0.107
H -5.688 -0.922 0.379 0.114
H -3.687 -1.307 1.589 0.148
N -2.235 3.697 -0.050 0.188
C -2.531 2.589 -0.176 -0.278
```

Results
LUMO energy (alpha / beta), hartree: -0.0294 / -0.0344
Orbital gap (alpha / beta), eV: 6.18 / 6.04
ΔE to the lowest compared entry with this formula, charge and spin, eV: 0.406
Spin multiplicity: 2